Entry 1:
{
  "formula": "C5H21N2O5",
  "method": "ωB97M-V/def2-TZVPD",
  "species": ["O", "O", "O", "O", "O", "N", "N", "C", "C", "C", "C", "C", "H", "H", "H", "H", "H", "H", "H", "H", "H", "H", "H", "H", "H", "H", "H", "H", "H", "H", "H", "H", "H"],
  "positions_angstrom": [[-2.6814, 0.4141, 1.8296], [-2.3516, 0.3634, -1.5713], [1.4443, 2.1877, 2.6121], [0.3605, -0.1460, -3.2189], [-0.8685, 2.7857, -0.6267], [-0.2660, -2.1617, 0.0187], [-0.1815, 0.4258, 0.8510], [-0.9722, -3.1668, -0.3339], [1.8337, -0.7435, 0.2790], [1.1854, 0.1145, 1.3474], [1.1462, -2.1143, -0.1877], [1.8609, 1.5499, 1.4545], [-3.3817, 0.1793, 1.2086], [1.2730, -0.1484, -2.9314], [1.1307, -0.3341, 2.3312], [-0.7163, -0.4719, 0.7138], [-0.2347, 0.7901, -0.1242], [0.2848, 0.0914, -4.1467], [-0.5590, 3.1503, -1.4807], [2.8529, -1.0556, 0.6379], [-3.0359, 1.2274, 2.2162], [1.8749, -0.2035, -0.6687], [2.9154, 1.4750, 1.2221], [-0.5013, -4.0720, -0.7674], [1.6698, -2.7903, 0.5060], [1.5242, 2.1812, 0.6239], [-0.7850, 0.9250, 1.5377], [-3.2192, 0.3237, -1.9823], [-2.0428, -2.9848, -0.3790], [-1.4608, 2.0827, -0.9475], [-1.6739, 0.5780, -2.2284], [2.0176, 1.9747, 3.3609], [1.5575, -2.4272, -1.1557]],
  "lumo_energy_ev": [-8.272, -12.597],
  "total_energy_ev": -18723.5711,
  "e_above_lowest_kj_mol": 286.29,
  "spin_multiplicity": 2,
  "orbital_gap_ev": [9.30, 4.75],
  "charge": 2
}

=====

Entry 2:
{
  "formula": "C6H39N2O12",
  "method": "ωB97M-V/def2-TZVPD",
  "species": ["O", "O", "O", "O", "O", "O", "O", "O", "O", "O", "O", "O", "N", "N", "C", "C", "C", "C", "C", "C", "H", "H", "H", "H", "H", "H", "H", "H", "H", "H", "H", "H", "H", "H", "H", "H", "H", "H", "H", "H", "H", "H", "H", "H", "H", "H", "H", "H", "H", "H", "H", "H", "H", "H", "H", "H", "H", "H", "H"],
  "positions_angstrom": [[-1.5250, -3.3934, 1.2067], [1.7908, -1.3007, -1.0058], [1.7892, 1.9301, 2.1552], [3.0893, -3.5444, 2.6362], [-2.7160, -2.7908, 3.6412], [3.1146, -2.7245, -2.8236], [1.8220, 0.6417, -4.0948], [3.0231, 3.3711, -2.4391], [-0.5724, -3.7264, -1.6598], [3.0727, 4.3301, 1.4388], [0.5415, 0.7198, 4.3083], [2.9533, 0.8546, -0.4060], [0.4276, 1.0024, 0.1618], [-2.2882, 1.0623, -0.7797], [-2.0700, 1.7395, 0.4913], [-3.3593, 1.6135, -1.6469], [-2.7414, -0.4387, -0.6010], [-4.5870, 0.7622, -1.7857], [-0.7427, 1.3261, 1.1184], [-4.1507, -0.6542, -1.2744], [1.7052, 2.8871, 2.3527], [3.7619, 3.9281, -2.1928], [1.1336, 1.7038, 0.2525], [-2.7955, 1.8390, -2.5626], [3.8545, -3.2244, -2.4470], [-3.6875, 2.6841, -1.3803], [0.8672, 1.3674, 3.6727], [-5.4076, 1.1147, -1.1011], [2.6944, -3.5127, -3.3528], [1.3902, -2.1765, -0.7246], [-2.7861, -0.6220, 0.4603], [-2.1330, 2.8614, 0.2680], [-1.9692, -1.0005, -1.1641], [1.3230, 0.5057, 4.8248], [2.8006, -3.5204, 3.5492], [-1.3001, -3.6475, -0.9715], [3.1648, 1.6735, -0.8214], [-1.0058, -4.4517, -2.1258], [-1.7946, -2.6727, 1.8308], [1.6186, -0.0911, -3.4397], [-0.0533, 1.0079, -0.7553], [3.4376, 2.7199, -2.9908], [-4.8655, 0.4836, -2.7531], [3.1661, 0.1319, -0.9877], [2.6982, 1.8710, 2.4852], [4.0100, 4.3294, 1.1762], [-3.2519, -3.5901, 3.4369], [2.8225, 5.2373, 1.5140], [-4.8669, -1.0314, -0.5163], [-0.8524, 0.5325, 1.8042], [0.9689, 0.1898, 0.4058], [4.0373, -3.3725, 2.5576], [-2.6988, 1.4826, 1.3271], [-0.5561, -3.1959, 1.3708], [2.3338, -1.5462, -1.7414], [2.7563, 0.3060, -4.1095], [-2.9782, -2.6847, 4.5639], [-0.2691, 2.1008, 1.7494], [-4.1447, -1.3975, -2.1054]],
  "lumo_energy_ev": -2.379,
  "total_energy_ev": -34397.6981,
  "e_above_lowest_kj_mol": 427.98,
  "orbital_gap_ev": 9.11,
  "charge": 1
}

=====

Entry 3:
{
  "formula": "C10H24FN7O17",
  "method": "ωB97M-V/def2-TZVPD",
  "species": ["F", "O", "O", "O", "O", "O", "O", "O", "O", "O", "O", "O", "O", "O", "O", "O", "O", "O", "N", "N", "N", "N", "N", "N", "N", "C", "C", "C", "C", "C", "C", "C", "C", "C", "C", "H", "H", "H", "H", "H", "H", "H", "H", "H", "H", "H", "H", "H", "H", "H", "H", "H", "H", "H", "H", "H", "H", "H", "H"],
  "positions_angstrom": [[0.3661, 1.5677, -1.7087], [2.6688, -3.5167, 3.0708], [-1.5142, -0.3709, -0.5402], [-0.3761, -2.0611, 2.1380], [2.7022, 2.4228, -0.2255], [3.9311, 4.1550, -0.6493], [-3.7251, 3.9623, 5.3443], [-2.4151, 1.2272, 0.8897], [-1.0990, -5.1275, -5.6322], [3.8107, 0.1773, -2.6708], [3.3329, -1.5029, -1.5090], [-1.0423, -0.8849, 3.7685], [-1.2532, 6.1580, -0.0912], [-0.1438, 1.0891, 0.3769], [4.0212, -3.7192, 1.3260], [-1.0453, 6.0529, -2.2787], [-2.7990, -5.0279, -4.2950], [-2.1421, 2.5658, 5.8461], [3.3288, -0.9476, -2.5837], [-1.2332, -1.5591, 2.7881], [-1.6518, -4.7099, -4.6565], [-3.0822, 2.9474, 5.1694], [-1.1474, 5.5552, -1.1569], [3.0385, 3.5929, -0.0262], [2.9038, -3.7448, 1.8798], [2.3809, 4.2984, 1.1142], [-3.4879, 1.9323, 4.0942], [-0.9056, 4.0659, -1.0409], [0.5002, 0.5894, -0.7511], [1.8034, -4.3758, 1.0129], [-1.4583, 0.7172, 0.2712], [-0.1650, -0.7212, -0.9481], [2.7423, -1.5372, -3.7343], [-0.9676, -3.8771, -3.6636], [-2.6632, -1.7979, 2.3620], [-2.7081, 1.1735, 4.0297], [-1.4868, -2.9322, -3.5033], [1.9365, -0.8357, -3.9502], [1.9186, 3.4378, 1.5976], [1.6280, 4.9815, 0.7211], [-3.1958, -2.0655, 3.2746], [3.6011, -1.5480, -4.4054], [0.9477, -4.4973, 1.6771], [3.1911, 4.7891, 1.6535], [2.1553, -5.2568, 0.4762], [1.5206, -3.6177, 0.2826], [-0.2321, -1.1315, -1.9557], [1.5580, 0.3583, -0.6255], [-4.4331, 1.5136, 4.4398], [-3.5024, 2.5156, 3.1736], [2.4557, -2.5830, -3.6232], [-1.8162, 3.4778, -1.1550], [-0.0505, 3.7712, -1.6492], [0.3059, -1.3789, -0.2175], [-0.7499, -4.4588, -2.7679], [-0.0050, -3.7435, -4.1573], [-0.5548, 3.9285, -0.0180], [-2.6262, -2.5559, 1.5796], [-3.0716, -0.9371, 1.8324]],
  "lumo_energy_ev": [1.571, 1.558],
  "total_energy_ev": -58694.1260,
  "spin_multiplicity": 2,
  "orbital_gap_ev": [2.46, 6.19],
  "charge": -1
}

=====

Entry 4:
{
  "formula": "C33H33BBrF4IrN6OSSi",
  "method": "ωB97M-V/def2-TZVPD",
  "species": ["Ir", "Br", "S", "Si", "F", "F", "F", "F", "O", "N", "N", "N", "N", "N", "N", "C", "C", "C", "C", "C", "C", "C", "C", "C", "C", "C", "C", "C", "C", "C", "C", "C", "C", "C", "C", "C", "C", "C", "C", "C", "C", "C", "C", "C", "C", "C", "C", "C", "B", "H", "H", "H", "H", "H", "H", "H", "H", "H", "H", "H", "H", "H", "H", "H", "H", "H", "H", "H", "H", "H", "H", "H", "H", "H", "H", "H", "H", "H", "H", "H", "H", "H"],
  "positions_angstrom": [[-0.2130, -0.3081, 0.3303], [-5.1722, -0.5520, 4.8854], [0.9465, -0.5415, 2.4979], [-1.6294, -3.2929, -0.5792], [-2.3086, 1.6531, -2.8547], [-2.1336, 0.3902, -0.9204], [-3.9862, 0.1900, -2.2622], [-1.9461, -0.6151, -2.9846], [2.2601, -0.7981, -0.1854], [0.3732, 0.6794, -1.5554], [0.9547, 1.4821, 4.2019], [0.1226, 1.6611, 0.8382], [0.3505, 2.0630, 2.0972], [-0.1150, -2.3129, -0.3025], [-1.7838, -0.4740, 1.7315], [-1.7381, 4.2385, -0.9127], [-1.8629, -1.4715, 2.6230], [-2.0956, 6.3043, 0.2645], [0.4379, 2.8410, -2.5183], [2.4406, -4.7930, -1.2531], [5.6796, 1.3893, 0.7174], [-0.8530, 3.8073, 0.0863], [1.2367, -4.2282, -0.9479], [0.9698, 0.9144, -3.8370], [-1.4942, -4.7813, 0.5857], [3.4129, -0.0769, 0.1422], [0.7391, 0.1428, -2.7144], [3.5544, -2.7007, -0.8245], [-1.2462, 5.8762, 1.2736], [1.0985, -2.8534, -0.5691], [0.1903, 2.0083, -1.4394], [4.1906, -0.4321, 1.2310], [2.3442, -2.1091, -0.5024], [0.7160, 1.1349, 2.9237], [-0.1833, 2.5115, -0.0986], [-3.2458, -2.4683, -0.1601], [5.3291, 0.3053, 1.5136], [-2.8550, -1.5313, 3.5749], [3.7280, 1.0173, -0.6401], [-1.6903, -3.7643, -2.3866], [-0.6408, 4.6317, 1.2002], [-3.8110, -0.5250, 3.5965], [-2.3519, 5.4743, -0.8178], [-3.7508, 0.4908, 2.6582], [0.8167, 2.2852, -3.7297], [3.6125, -4.0286, -1.2048], [-2.7150, 0.4820, 1.7450], [4.8710, 1.7510, -0.3488], [-2.6351, 0.4079, -2.3338], [-0.6250, -4.7253, 1.2454], [0.8285, -0.9353, -2.7461], [-2.6441, 1.2561, 0.9947], [-1.4283, -5.7249, 0.0384], [1.3642, 0.8170, 4.8327], [0.9579, 2.4563, 4.4515], [2.4846, -5.8344, -1.5420], [-3.4771, -2.4962, 0.9047], [4.5663, -4.4667, -1.4657], [0.9994, 2.9236, -4.5838], [5.1358, 2.5945, -0.9725], [4.4575, -2.1084, -0.7958], [-3.3264, -1.4440, -0.5164], [-2.3890, -4.8383, 1.2087], [6.5822, 1.9468, 0.9277], [-4.4875, 1.2797, 2.6312], [3.9084, -1.2788, 1.8428], [-3.0446, 5.7855, -1.5886], [-1.1061, -2.2390, 2.5720], [-1.7416, -2.8611, -2.9966], [0.0303, 4.3122, 1.9782], [5.9523, 0.0213, 2.3512], [-2.6047, -4.3361, -2.5625], [-4.0224, -3.0406, -0.6761], [0.3300, 3.9088, -2.4032], [0.3531, -4.8426, -0.9854], [1.2500, 0.4475, -4.7699], [-2.8815, -2.3437, 4.2862], [-0.8452, -4.3632, -2.7247], [-1.9743, 3.5808, -1.7400], [-1.0534, 6.5159, 2.1248], [-2.5624, 7.2790, 0.3237], [3.0945, 1.2788, -1.4790]],
  "lumo_energy_ev": [-3.720, -4.738],
  "total_energy_ev": -148887.1889,
  "e_above_lowest_kj_mol": 106.20,
  "spin_multiplicity": 2,
  "orbital_gap_ev": [6.92, 5.91],
  "charge": 1
}

=====

no.,largest force on an atom (eV/A)
1,4.2
2,3.7
3,6.8
4,2.8